No. 1
A structure of composition C24H26N4PbSi, computed with ωB97M-V with the def2-TZVPD basis set.

## Properties
- M: 605.79 g/mol
- ΔE to the lowest compared entry with this formula, charge and spin: 2.667 eV
- Gap between HOMO and LUMO (spin up / spin down): 3.30 / 4.89 eV
- Total energy: -1631.22483 Ha
- Maximum force: 0.0546 Eh/bohr
- E_LUMO (spin up / spin down): -0.36 / -0.39 eV

ORCA input file:
```
! wB97M-V def2-TZVPD RIJCOSX def2/J DEFGRID3
* xyz 0 1
C 0.934 2.539 0.952
C -0.162 2.866 0.097
C -1.333 2.937 0.887
H -0.096 3.044 -0.977
C -0.974 2.664 2.238
C 0.430 2.425 2.279
H 1.027 2.248 3.179
H 1.978 2.421 0.641
H -2.321 3.192 0.513
H -1.637 2.735 3.098
Pb -1.564 -0.410 1.794
C -1.170 -2.210 -2.342
H -2.110 -2.162 -1.786
H -0.918 -3.265 -2.516
H -1.256 -1.741 -3.338
Si 0.001 -0.387 -2.113
C 1.708 -0.544 -2.743
C 2.372 0.681 -2.516
H 1.777 1.576 -2.294
C 3.762 0.751 -2.579
H 4.256 1.695 -2.332
C 4.485 -0.388 -2.955
H 5.569 -0.326 -3.004
C 3.833 -1.585 -3.295
H 4.429 -2.443 -3.634
C 2.434 -1.670 -3.205
H 1.907 -2.586 -3.507
C -1.203 0.852 -2.782
C -0.794 1.734 -3.803
H 0.059 1.459 -4.443
C -1.513 2.917 -4.028
H -1.164 3.622 -4.787
C -2.668 3.181 -3.283
H -3.195 4.121 -3.425
C -3.131 2.262 -2.338
H -4.038 2.469 -1.771
C -2.438 1.069 -2.137
H -2.866 0.283 -1.499
H 0.113 0.043 -0.685
H -0.189 -1.863 -1.666
N -0.267 -1.475 5.788
C -0.407 -0.161 6.244
C -0.624 0.604 5.136
N -0.666 -0.214 4.013
C -0.404 -1.470 4.442
C -0.278 -2.586 3.530
N -0.374 -2.440 2.186
C -0.160 -3.701 1.634
C 0.012 -4.604 2.642
N -0.061 -3.885 3.836
H -0.078 -2.305 6.355
H -0.357 0.097 7.289
H -0.731 1.672 5.034
H -0.134 -3.822 0.562
H 0.164 -5.668 2.625
H 0.033 -4.248 4.787
*
```


No. 2
The molecule C5H6O2, computed with ωB97M-V with the def2-TZVPD basis set.

## Properties
- M: 98.10 g/mol
- ΔE to the lowest compared entry with this formula, charge and spin: 3.078 eV
- Gap between HOMO and LUMO: 8.99 eV
- Total energy: -344.48878 Ha
- Maximum force: 0.0116 Eh/bohr
- E_LUMO: 0.53 eV

ORCA input file:
```
! wB97M-V def2-TZVPD RIJCOSX def2/J DEFGRID3
* xyz 0 1
O 1.504 -1.807 -0.518
C 0.673 -0.943 -0.331
C -0.225 -0.509 -1.467
O -0.737 0.856 -1.410
C -0.829 1.619 -0.358
C -0.320 1.038 0.943
C 0.427 -0.310 1.012
H -1.099 -1.170 -1.511
H 0.319 -0.588 -2.411
H 1.397 -0.224 1.517
H -1.218 1.035 1.579
H 0.292 1.846 1.367
H -0.153 -1.045 1.589
*
```


No. 3
A cluster of 2 separate species, C5H11NO in total, computed with ωB97M-V with the def2-TZVPD basis set.

## Properties
- M: 101.15 g/mol
- ΔE to the lowest compared entry with this formula, charge and spin: 2.138 eV
- SMILES string: C=C/C(C)=C/N.O
- Gap between HOMO and LUMO: 8.61 eV
- Total energy: -327.05276 Ha
- Maximum force: 0.0503 Eh/bohr
- E_LUMO: 0.71 eV

ORCA input file:
```
! wB97M-V def2-TZVPD RIJCOSX def2/J DEFGRID3
* xyz 0 1
C -0.201 -2.703 -0.691
C 0.314 -1.710 0.051
C -0.113 -0.357 0.228
C -1.405 0.177 -0.428
C 0.366 0.306 1.314
N 0.026 1.642 1.610
H -1.084 -2.591 -1.299
H 0.369 -3.618 -0.673
H 1.159 -2.006 0.671
H -2.130 0.279 0.384
H -1.612 -0.485 -1.257
H -1.263 1.224 -0.693
H 1.245 -0.142 1.754
H -0.977 1.773 1.484
H 0.180 1.852 2.601
O 1.682 2.085 -2.033
H 2.375 2.577 -1.644
H 1.072 1.698 -1.379
*
```


Among the records above, which one has the highest total energy? C5H11NO


Among the records above, which one has the lowest M? C5H6O2